1.
{"formula": "C48H42F4N6O4S2SbV", "method": "ωB97M-V with the def2-TZVPD basis set", "species": ["V", "F", "C", "C", "C", "C", "O", "C", "C", "N", "C", "C", "C", "C", "C", "C", "N", "C", "C", "N", "C", "C", "C", "O", "O", "H", "H", "H", "H", "H", "H", "H", "H", "H", "H", "H", "H", "H", "H", "H", "H", "H", "H", "C", "C", "C", "C", "C", "C", "Sb", "C", "C", "C", "C", "C", "C", "C", "C", "C", "C", "C", "C", "H", "H", "H", "H", "H", "H", "H", "H", "H", "H", "H", "H", "H", "H", "H", "O", "S", "N", "F", "C", "F", "F", "C", "C", "C", "N", "C", "C", "H", "H", "H", "H", "S", "C", "N", "C", "C", "C", "C", "C", "C", "H", "H", "H", "H", "H"], "xyz": [[-0.0688, 0.8865, 0.2724], [-3.9280, -3.9493, 5.1362], [-3.1122, -4.2346, 4.0998], [-2.4727, -3.2132, 3.4546], [-1.5882, -3.4995, 2.4146], [-0.9812, -2.3879, 1.6628], [-1.0308, -1.2334, 2.0895], [-0.3376, -2.7951, 0.4326], [-0.0527, -4.1078, 0.2240], [-0.4407, -5.1058, 1.0452], [0.0908, -6.4365, 0.8344], [0.7941, -7.1037, 1.9777], [1.5831, -6.5826, 0.8172], [-1.3313, -4.8343, 2.0724], [-2.0253, -5.8582, 2.7262], [-2.9424, -5.5746, 3.7227], [-3.7116, -6.6239, 4.2880], [-3.0577, -7.5500, 5.1941], [-3.7972, -8.8816, 5.1897], [-5.2308, -8.6439, 5.5578], [-5.8661, -7.6635, 4.6163], [-5.0840, -6.3593, 4.6845], [0.0858, -1.8256, -0.6177], [0.7768, -2.1717, -1.5465], [-0.4127, -0.6044, -0.5258], [-2.6368, -2.1838, 3.7438], [0.5313, -4.3897, -0.6439], [-0.4935, -7.0434, 0.1527], [0.6854, -8.1736, 2.0882], [0.8621, -6.5614, 2.9115], [2.0201, -7.2867, 0.1242], [2.1702, -5.6870, 0.9706], [-1.8789, -6.8882, 2.4300], [-3.0309, -7.1570, 6.2245], [-2.0300, -7.7136, 4.8762], [-3.3521, -9.5759, 5.9001], [-3.7849, -9.3233, 4.1953], [-5.2716, -8.2623, 6.5062], [-5.7479, -9.5234, 5.5667], [-6.9070, -7.5155, 4.8983], [-5.8165, -8.0890, 3.6162], [-5.1626, -5.9451, 5.7001], [-5.5367, -5.6441, 4.0012], [4.4125, 3.2650, -4.8113], [5.2146, 2.4794, -3.9927], [4.6414, 1.7060, -2.9961], [3.2605, 1.7034, -2.8115], [2.4642, 2.4869, -3.6365], [3.0392, 3.2703, -4.6321], [2.5003, 0.4711, -1.1959], [3.8304, 1.5168, 0.1457], [4.7120, 0.8911, 1.0215], [5.5459, 1.6461, 1.8398], [5.4975, 3.0301, 1.7950], [4.6180, 3.6624, 0.9260], [3.7929, 2.9084, 0.1045], [3.6393, -1.2595, -1.7749], [3.7963, -1.4782, -3.1394], [4.4474, -2.6181, -3.5875], [4.9312, -3.5466, -2.6773], [4.7684, -3.3311, -1.3173], [4.1154, -2.1926, -0.8632], [4.8592, 3.8687, -5.5905], [6.2879, 2.4705, -4.1328], [5.2726, 1.1012, -2.3551], [1.3889, 2.4896, -3.5174], [2.4080, 3.8767, -5.2701], [4.7728, -0.1905, 1.0521], [6.2459, 1.1500, 2.5003], [6.1535, 3.6163, 2.4251], [4.5908, 4.7440, 0.8731], [3.1374, 3.4098, -0.6009], [3.4101, -0.7651, -3.8566], [4.5752, -2.7832, -4.6497], [5.4300, -4.4401, -3.0300], [5.1502, -4.0540, -0.6064], [3.9614, -2.0456, 0.1974], [2.0214, -1.1571, 1.3862], [1.8811, 0.0142, 2.2803], [0.9658, 1.0614, 1.6536], [-5.6023, 1.3426, 4.1926], [-5.5853, 0.9506, 2.9154], [-5.8708, -0.3685, 2.8919], [-6.5630, 1.5832, 2.2627], [-4.2462, 1.1939, 2.2727], [-4.1125, 1.1011, 0.8938], [-2.8543, 1.2358, 0.3491], [-1.7522, 1.4313, 1.0894], [-1.9038, 1.5754, 2.4135], [-3.1264, 1.4617, 3.0425], [-4.9711, 0.9236, 0.2617], [-2.7264, 1.1762, -0.7256], [-1.0002, 1.7529, 2.9786], [-3.2049, 1.5539, 4.1159], [0.3508, 5.2457, -0.7506], [0.4880, 3.7997, 0.1511], [0.0808, 2.7152, -0.4428], [-0.3974, 2.9868, -1.7238], [-0.8875, 2.0561, -2.6452], [-1.3088, 2.5114, -3.8773], [-1.2375, 3.8685, -4.2109], [-0.7439, 4.7978, -3.3182], [-0.3283, 4.3419, -2.0717], [0.9100, 3.7972, 1.1464], [-0.8987, 0.9964, -2.4127], [-1.6830, 1.8056, -4.6061], [-1.5645, 4.1877, -5.1911], [-0.6746, 5.8461, -3.5749]], "homo_ev": [-11.6747, -11.8023], "fmax_ev_per_a": 3.76, "de_lowest_kj_mol": 0.00, "charge": 2, "orbital_gap_ha": [0.265, 0.264], "multiplicity": 3, "total_energy_ha": -4863.4749}

---

2.
{"formula": "C48H42FeN2O5P2S", "method": "ωB97M-V with the def2-TZVPD basis set", "species": ["Fe", "O", "N", "C", "C", "C", "C", "C", "S", "H", "H", "H", "H", "O", "C", "C", "C", "C", "C", "C", "C", "P", "C", "C", "C", "C", "C", "C", "C", "C", "C", "C", "C", "C", "H", "H", "H", "H", "H", "H", "H", "H", "H", "H", "H", "H", "H", "H", "C", "C", "C", "C", "C", "O", "C", "N", "C", "C", "C", "C", "C", "C", "P", "C", "C", "C", "C", "C", "C", "C", "C", "C", "C", "C", "C", "H", "H", "H", "H", "H", "H", "H", "H", "H", "H", "H", "H", "H", "H", "H", "H", "H", "H", "H", "H", "H", "H", "H", "H", "O", "O"], "xyz": [[0.6207, 0.6818, 0.2438], [1.0402, 0.3602, 2.5857], [1.5709, 1.1404, 3.4775], [0.9020, 1.3614, 4.6360], [1.3828, 2.1984, 5.6079], [2.6096, 2.8266, 5.4108], [3.3059, 2.5573, 4.2538], [2.7852, 1.7090, 3.2793], [3.8185, 1.4729, 1.8637], [-0.0282, 0.8199, 4.7150], [0.8066, 2.3561, 6.5079], [3.0140, 3.5009, 6.1524], [4.2778, 2.9972, 4.0681], [1.1104, 2.8127, 1.0158], [0.8216, 2.5705, -0.1506], [0.6917, 3.2856, -1.3784], [0.9895, 4.6496, -1.5564], [0.8503, 5.2186, -2.8020], [0.4379, 4.4497, -3.8891], [0.1599, 3.1011, -3.7248], [0.2642, 2.5189, -2.4692], [-0.0052, 0.7499, -2.0581], [0.8764, 0.0763, -3.5211], [2.2707, 0.1297, -3.4716], [3.0185, -0.2588, -4.5696], [2.3855, -0.7142, -5.7200], [1.0011, -0.7748, -5.7691], [0.2439, -0.3782, -4.6735], [-1.7628, 0.4581, -2.5125], [-2.2874, -0.8010, -2.2256], [-3.6246, -1.0828, -2.4590], [-4.4560, -0.1066, -2.9878], [-3.9418, 1.1466, -3.2854], [-2.6059, 1.4322, -3.0447], [1.3348, 5.2255, -0.7072], [1.0681, 6.2699, -2.9479], [0.3533, 4.9048, -4.8675], [-0.1333, 2.5058, -4.5812], [2.7522, 0.4744, -2.5597], [4.0993, -0.2069, -4.5324], [2.9711, -1.0248, -6.5762], [0.5041, -1.1254, -6.6654], [-0.8371, -0.4185, -4.7247], [-1.6434, -1.5684, -1.8138], [-4.0143, -2.0635, -2.2171], [-5.5028, -0.3181, -3.1657], [-4.5845, 1.9121, -3.7026], [-2.2262, 2.4218, -3.2536], [-2.5748, 2.9207, 0.1319], [-2.0574, 2.8695, 1.5638], [-2.8044, 3.8602, 2.4560], [-2.1259, 1.4632, 2.1580], [-3.5585, 0.9593, 2.3800], [-3.5059, -0.4124, 1.9891], [-2.3059, -0.6087, 1.3780], [-1.5078, 0.3873, 1.3596], [-2.1215, -1.9780, 0.8820], [-3.2861, -2.7492, 0.7575], [-3.2425, -4.0649, 0.3470], [-2.0181, -4.6514, 0.0626], [-0.8607, -3.9055, 0.1983], [-0.8783, -2.5690, 0.6013], [0.7269, -1.6849, 0.8155], [1.7325, -2.6533, -0.3967], [2.8471, -3.4309, -0.0949], [3.5483, -4.0802, -1.1036], [3.1468, -3.9730, -2.4244], [2.0260, -3.2173, -2.7355], [1.3381, -2.5635, -1.7298], [1.2621, -2.4221, 2.4168], [2.5578, -2.1811, 2.8820], [3.0022, -2.7463, 4.0658], [2.1558, -3.5497, 4.8200], [0.8534, -3.7510, 4.3959], [0.4083, -3.1890, 3.2056], [-2.3247, 3.8789, -0.3279], [-3.6604, 2.7959, 0.0816], [-2.1151, 2.1287, -0.4531], [-1.0060, 3.1477, 1.5606], [-3.8850, 3.7004, 2.4134], [-2.6053, 4.8784, 2.1202], [-2.4810, 3.7784, 3.4966], [-1.5847, 1.4905, 3.1112], [-4.2845, 1.4748, 1.7461], [-3.8868, 1.0164, 3.4158], [-4.2351, -2.2888, 0.9912], [-4.1576, -4.6359, 0.2567], [-1.9612, -5.6872, -0.2468], [0.0917, -4.3767, 0.0000], [3.1731, -3.5482, 0.9254], [4.4134, -4.6787, -0.8450], [3.7020, -4.4742, -3.2075], [1.6918, -3.1287, -3.7627], [0.4650, -1.9799, -1.9810], [3.2148, -1.5352, 2.3150], [4.0152, -2.5653, 4.4037], [2.5068, -4.0056, 5.7372], [0.1784, -4.3551, 4.9899], [-0.6157, -3.3540, 2.8965], [3.3144, 0.2149, 0.9749], [2.5940, 0.5764, -0.2281]], "homo_ev": [-6.4872, -6.5938], "fmax_ev_per_a": 4.90, "orbital_gap_ha": [0.251, 0.255], "total_energy_ha": -4684.4442}

---

3.
{"formula": "C48H43ClInNP2S", "method": "ωB97M-V with the def2-TZVPD basis set", "species": ["In", "Cl", "P", "P", "C", "C", "C", "C", "C", "C", "C", "C", "C", "C", "C", "H", "H", "H", "H", "H", "C", "C", "C", "C", "C", "H", "H", "H", "H", "H", "C", "C", "C", "C", "C", "H", "H", "H", "H", "H", "C", "C", "C", "C", "C", "H", "H", "H", "H", "H", "C", "C", "C", "C", "C", "H", "H", "H", "H", "H", "C", "C", "C", "C", "C", "H", "H", "H", "H", "H", "H", "H", "N", "S", "C", "C", "C", "C", "C", "C", "C", "C", "C", "C", "C", "C", "H", "H", "H", "H", "H", "H", "H", "H", "H", "H", "H"], "xyz": [[0.4416, 0.0334, 0.0395], [0.0901, -0.1514, -2.4979], [0.0168, 2.6110, -0.2051], [0.0560, -2.6244, -0.1719], [0.0464, 3.6079, 1.3317], [-1.5188, 3.2444, -0.9482], [1.3607, 3.3420, -1.2169], [1.5493, -3.6050, -0.5415], [-0.4569, -3.4058, 1.3937], [-1.2021, -3.1820, -1.3807], [1.2114, 4.2324, 1.7967], [1.1640, 5.0633, 2.9146], [-0.0465, 5.2611, 3.5790], [-1.1787, 4.5412, 3.1971], [-1.1257, 3.6919, 2.1008], [2.1544, 4.0504, 1.2899], [2.0750, 5.5436, 3.2756], [-0.0974, 5.9319, 4.4342], [-2.0949, 4.5987, 3.7846], [-1.9908, 3.0857, 1.8322], [2.6697, 2.9132, -0.9373], [3.7362, 3.3459, -1.7228], [3.4965, 4.2120, -2.7934], [2.1967, 4.6689, -3.0515], [1.1216, 4.2422, -2.2686], [2.8428, 2.1913, -0.1296], [4.7450, 3.0075, -1.4816], [4.3273, 4.5381, -3.4182], [2.0153, 5.3700, -3.8673], [0.1050, 4.5955, -2.4640], [-1.9199, 4.5786, -0.7547], [-3.0935, 5.0457, -1.3425], [-3.8606, 4.1815, -2.1300], [-3.4710, 2.8524, -2.3208], [-2.2950, 2.3849, -1.7395], [-1.3284, 5.2483, -0.1267], [-3.3960, 6.0813, -1.1812], [-4.7685, 4.5501, -2.6031], [-4.0722, 2.1710, -2.9240], [-1.9360, 1.3647, -1.9042], [-1.7915, -3.7795, 1.5932], [-2.1597, -4.4635, 2.7484], [-1.2022, -4.7796, 3.7145], [0.1154, -4.3464, 3.5524], [0.4825, -3.6351, 2.4171], [-2.5282, -3.5447, 0.8280], [-3.2010, -4.7506, 2.8885], [-1.4793, -5.3452, 4.6036], [0.8605, -4.5448, 4.3233], [1.5131, -3.2904, 2.2940], [2.5271, -2.9999, -1.3475], [3.7322, -3.6581, -1.5914], [3.9600, -4.9189, -1.0331], [2.9692, -5.5507, -0.2726], [1.7539, -4.9060, -0.0481], [2.3202, -2.0068, -1.7636], [4.4872, -3.1793, -2.2177], [4.9154, -5.4191, -1.1924], [3.1347, -6.5437, 0.1511], [0.9849, -5.4121, 0.5407], [-1.0321, -4.2961, -2.2198], [-2.0212, -4.6102, -3.1572], [-3.1659, -3.8131, -3.2842], [-3.3332, -2.7025, -2.4490], [-2.3701, -2.4034, -1.4861], [-0.1323, -4.9114, -2.1408], [-1.8931, -5.4815, -3.8024], [-3.9263, -4.0527, -4.0327], [-4.2123, -2.0628, -2.5394], [-2.5085, -1.5374, -0.8282], [2.8492, 0.0585, -0.9206], [2.1546, 0.4843, -0.8516], [-0.1280, -0.0519, 2.3115], [1.0423, 0.2870, 3.4178], [0.3418, 1.5026, 4.5620], [-1.0274, 1.5599, 4.7665], [-1.5168, 2.3488, 5.8088], [-0.6398, 3.0789, 6.6077], [0.7312, 3.0705, 6.3355], [1.2350, 2.2882, 5.3005], [1.1578, -1.0376, 4.6291], [2.4310, -1.5255, 4.9629], [2.5712, -2.3799, 6.0612], [1.4490, -2.7648, 6.8074], [0.1810, -2.3259, 6.4132], [0.0368, -1.4678, 5.3247], [-0.5528, -0.9584, 2.5229], [-1.6818, 0.9850, 4.1183], [-2.5877, 2.3743, 5.9816], [-1.0258, 3.6820, 7.4298], [1.4253, 3.6557, 6.9384], [2.3011, 2.2477, 5.0587], [3.2904, -1.1794, 4.3845], [3.5696, -2.7370, 6.3309], [1.5622, -3.4241, 7.6739], [-0.7067, -2.6365, 6.9594], [-0.9430, -1.0950, 5.0437]], "homo_ev": -13.6412, "fmax_ev_per_a": 2.59, "charge": 2, "orbital_gap_ha": 0.260, "total_energy_ha": -3640.3392}